(1)
This record from the Open Molecules 2025 dataset describes one molecule with the formula C10H19O4P. The level of theory is ωB97M-V/def2-TZVPD.

Calculated values
- Orbital gap (spin up / spin down): 7.82 / 7.82 eV
- Charge: 0
- Energy above the lowest of the compared OMol25 structures with the same formula, charge and spin: 419.0 kJ/mol

Geometry as XYZ:
```
34
C10H19O4P, DFT ωB97M-V/def2-TZVPD
C 0.086 0.124 0.863
C 2.234 1.151 -0.312
C 0.578 -0.416 -0.258
C -1.383 -0.872 4.202
C 3.951 0.575 -2.870
C 0.151 -3.926 -0.877
C -0.913 -0.495 1.730
C -0.591 -0.027 3.175
C 3.025 1.806 -2.510
C 1.060 -2.669 -0.799
O 1.587 0.144 -0.930
O 2.596 -0.503 1.730
O 2.805 2.125 -1.131
O 0.167 -1.554 -0.783
P 3.229 0.713 1.101
H -1.120 -0.676 5.265
H -2.398 -0.351 4.121
H -1.540 -1.973 4.028
H 4.228 0.612 -3.872
H 4.835 0.568 -2.182
H 3.711 -0.404 -2.501
H -0.539 -3.854 -0.050
H -0.403 -4.013 -1.843
H 0.896 -4.857 -0.830
H -0.749 -1.653 1.731
H -1.867 -0.143 1.466
H 0.506 -0.012 3.182
H -0.899 1.078 3.196
H 2.032 1.587 -2.968
H 3.640 2.613 -2.834
H 1.759 -2.463 -1.605
H 1.627 -2.786 0.147
H 0.187 1.237 0.960
H 2.769 1.879 1.801
```

***

(2)
This record from the Open Molecules 2025 dataset describes C7H8N2 as an isolated structure. The level of theory is ωB97M-V/def2-TZVPD.

Calculated values
- Orbital gap: 11.42 eV
- Charge: 0
- Energy above the lowest of the compared OMol25 structures with the same formula, charge and spin: 356.5 kJ/mol

Geometry as XYZ:
```
17
C7H8N2, DFT ωB97M-V/def2-TZVPD
C -2.565 1.519 -0.043
C -3.009 -1.107 -0.121
C -0.864 0.223 -1.368
C -1.816 0.367 -0.265
C -0.388 0.094 0.022
C -0.055 -1.326 0.561
C 0.506 0.989 0.784
N -2.993 2.577 0.165
N -3.501 -2.098 0.025
H -0.846 -0.616 -1.949
H -0.688 1.273 -1.913
H 0.967 -1.545 0.601
H -0.435 -2.071 0.069
H -0.484 -1.414 1.521
H 1.337 1.074 0.130
H 0.854 0.454 1.671
H 0.154 2.121 0.949
```

***

(3)
This record from the Open Molecules 2025 dataset describes C12H26N4O7Tb as an isolated structure. The level of theory is ωB97M-V/def2-TZVPD.

Calculated values
- Orbital gap (spin up / spin down): 3.75 / 3.73 eV
- 2S+1: 7
- Charge: +1
- <S²>: 12.7530

Geometry as XYZ:
```
50
C12H26N4O7Tb, DFT ωB97M-V/def2-TZVPD
O -0.003 0.270 -5.060
H -0.500 -0.041 -5.836
Tb 0.157 0.006 0.363
N 0.118 2.334 0.811
N 1.595 1.135 -1.000
N -1.574 -1.248 1.159
N -0.282 -1.821 -1.051
O -0.542 2.732 1.847
O -2.333 -0.954 2.348
O 0.185 -2.161 -2.363
O 2.105 0.634 -2.070
C 2.049 2.323 -0.534
C 1.358 2.854 0.606
C -1.539 -2.530 0.823
C -0.876 -2.833 -0.437
C 1.843 3.805 1.638
H 2.035 3.230 2.568
H 1.028 4.521 1.848
H 2.756 4.324 1.330
C 3.244 2.952 -1.153
H 2.984 3.215 -2.193
H 4.109 2.262 -1.157
H 3.506 3.854 -0.594
C -2.096 -3.543 1.763
C -0.858 -4.235 -0.958
H -2.687 -2.982 2.515
H -1.249 -4.060 2.275
H -2.723 -4.282 1.226
H -0.056 -4.387 -1.698
H -1.845 -4.458 -1.397
H -0.716 -4.941 -0.124
H -1.762 -0.335 2.874
H 0.813 -1.452 -2.639
C -0.923 0.766 -4.099
H -0.345 1.446 -3.468
H -1.351 -0.043 -3.495
H -1.755 1.333 -4.536
O -1.973 1.083 -0.241
H -2.644 0.506 0.229
H -1.968 1.952 0.246
C 0.989 -1.469 4.038
C 0.710 -0.089 3.544
C 0.056 0.910 4.428
O 1.035 0.196 2.369
H 0.883 -1.509 5.125
H 1.979 -1.879 3.741
H 0.174 -2.091 3.620
H 0.544 1.900 4.435
H -0.979 1.075 4.039
H 0.005 0.500 5.445
```

***

(4)
This record from the Open Molecules 2025 dataset describes one molecule with the formula C3H3ClO2. The level of theory is ωB97M-V/def2-TZVPD.

Calculated values
- Orbital gap: 10.17 eV
- Charge: 0
- SMILES: O=CO/C=C\Cl
- Energy above the lowest of the compared OMol25 structures with the same formula, charge and spin: 106.3 kJ/mol

Geometry as XYZ:
```
9
C3H3ClO2, DFT ωB97M-V/def2-TZVPD
O 0.016 2.289 -0.964
C -0.883 1.562 -0.575
O -0.643 0.345 -0.082
C 0.584 -0.227 0.243
C 0.665 -1.540 0.593
Cl -0.746 -2.424 0.564
H -1.919 1.810 -0.484
H 1.407 0.289 -0.038
H 1.519 -2.104 0.745
```

***

(5)
This record from the Open Molecules 2025 dataset describes one molecule with the formula C2H2ClP. The level of theory is ωB97M-V/def2-TZVPD.

Calculated values
- Orbital gap: 8.42 eV
- Charge: 0
- SMILES: Cl[C@H]1C=P1
- Energy above the lowest of the compared OMol25 structures with the same formula, charge and spin: 214.6 kJ/mol

Geometry as XYZ:
```
6
C2H2ClP, DFT ωB97M-V/def2-TZVPD
Cl 2.952 -0.279 -0.066
C 0.922 -0.552 0.240
C -0.165 -0.461 -0.692
P -0.579 -1.897 0.018
H 0.817 -0.236 1.262
H -0.696 0.067 -1.452
```

***

(6)
This record from the Open Molecules 2025 dataset describes a 8-piece molecular cluster, C39H85N2O11 overall. The level of theory is ωB97M-V/def2-TZVPD.

Calculated values
- Orbital gap: 7.68 eV
- Charge: +1

Geometry as XYZ:
```
137
C39H85N2O11, DFT ωB97M-V/def2-TZVPD
C 1.042 -2.530 -3.137
C -0.265 -3.567 -3.043
C -0.542 -3.997 -1.461
C -0.901 -2.668 -0.570
C 0.158 -2.836 0.715
C -0.657 -1.784 1.733
O 0.197 -0.605 1.664
C 0.711 -0.183 2.977
C 1.808 1.030 2.669
O 2.800 0.570 1.684
C 3.557 1.720 1.142
C 2.908 2.310 -0.266
N -2.175 -1.652 1.438
C -2.394 -0.195 1.031
N -3.804 0.166 0.645
C -2.679 -1.969 2.858
C -4.279 -1.933 3.078
C -4.956 -0.547 3.590
C -4.004 0.514 4.369
O -4.660 1.856 4.240
C -3.834 2.766 3.432
O -2.707 3.331 3.875
C -2.286 -2.734 0.370
C -3.636 -3.106 -0.414
C -4.121 -2.138 -1.637
C -5.684 -2.392 -2.180
C -6.407 -1.539 -3.376
C -5.554 -0.338 -4.098
C -4.005 -0.052 -3.563
C -3.076 1.175 -4.194
C -3.296 -0.935 -2.365
H 0.601 -1.441 -3.258
H 1.649 -2.566 -2.114
H 1.720 -2.747 -4.069
H 0.007 -4.472 -3.733
H -1.229 -3.056 -3.505
H -1.378 -4.832 -1.451
H 0.451 -4.527 -1.073
H -0.560 -1.622 -0.971
H 1.277 -2.604 0.469
H 0.139 -3.931 1.158
H -0.348 -2.260 2.768
H -0.213 0.236 3.579
H 1.269 -1.013 3.583
H 2.360 1.272 3.672
H 1.285 2.004 2.283
H 3.659 2.591 1.950
H 4.658 1.392 0.881
H 2.045 3.087 -0.087
H 2.477 1.411 -0.892
H 3.711 2.867 -0.944
H -2.100 0.574 1.896
H -1.743 -0.017 0.045
H -4.472 -0.627 0.654
H -4.115 0.953 1.288
H -2.084 -1.352 3.690
H -2.337 -3.099 3.046
H -4.920 -2.272 2.130
H -4.535 -2.759 3.903
H -5.502 -0.041 2.658
H -5.849 -0.852 4.323
H -2.922 0.647 3.923
H -3.998 0.293 5.540
H -4.211 3.060 2.338
H -2.051 -3.733 0.982
H -3.444 -4.171 -0.926
H -4.604 -3.303 0.257
H -6.328 -3.230 -1.649
H -7.527 -1.839 -3.662
H -6.059 0.311 -4.949
H -3.541 2.173 -3.749
H -1.971 1.114 -3.772
H -3.139 1.250 -5.360
H -2.214 -0.675 -2.011
C 6.360 5.080 -1.276
C 6.225 4.536 -2.683
O 4.884 4.676 -3.130
H 5.689 4.551 -0.592
H 7.387 4.976 -0.915
H 6.080 6.138 -1.242
H 6.484 3.473 -2.709
H 6.883 5.069 -3.376
H 4.666 5.623 -3.111
C 7.986 0.016 1.387
C 7.673 -0.383 2.815
O 6.548 0.344 3.286
H 8.192 1.090 1.324
H 8.854 -0.532 1.011
H 7.132 -0.184 0.733
H 8.522 -0.161 3.469
H 7.454 -1.453 2.884
H 5.798 0.134 2.703
C 1.215 1.615 -5.080
C 0.505 0.511 -5.836
O -0.721 0.995 -6.364
H 0.587 1.988 -4.264
H 2.160 1.257 -4.662
H 1.420 2.465 -5.738
H 0.283 -0.328 -5.169
H 1.122 0.141 -6.661
H -0.511 1.733 -6.961
C -2.138 5.906 6.427
C -0.819 5.439 7.007
O -0.834 4.028 7.170
H -2.969 5.622 7.082
H -2.145 6.992 6.299
H -2.323 5.435 5.456
H -0.649 5.894 7.987
H 0.015 5.708 6.351
H -0.977 3.633 6.293
C -1.144 4.871 0.409
C -0.390 4.418 1.642
O 0.987 4.739 1.515
H -0.738 4.392 -0.488
H -2.207 4.626 0.489
H -1.041 5.952 0.268
H -0.478 3.334 1.768
H -0.783 4.902 2.542
H 1.054 5.704 1.412
C 7.074 -3.377 -2.479
C 7.946 -2.395 -1.725
O 7.840 -2.625 -0.328
H 6.028 -3.278 -2.170
H 7.141 -3.209 -3.558
H 7.374 -4.407 -2.263
H 7.629 -1.368 -1.927
H 8.996 -2.496 -2.019
H 8.132 -3.538 -0.158
C -5.214 -6.326 -3.335
C -5.527 -6.725 -1.908
O -6.652 -5.998 -1.437
H -5.008 -5.252 -3.398
H -4.346 -6.874 -3.712
H -6.068 -6.526 -3.990
H -4.678 -6.503 -1.254
H -5.746 -7.795 -1.839
H -7.402 -6.208 -2.019
```

***

(7)
This record from the Open Molecules 2025 dataset describes one molecule with the formula C3H6N2O2. The level of theory is ωB97M-V/def2-TZVPD.

Calculated values
- Orbital gap: 5.77 eV
- Charge: 0
- Energy above the lowest of the compared OMol25 structures with the same formula, charge and spin: 709.1 kJ/mol

Geometry as XYZ:
```
13
C3H6N2O2, DFT ωB97M-V/def2-TZVPD
O 0.830 -1.260 -0.262
C 0.617 -0.007 -0.337
N -0.528 0.608 -0.318
C -1.624 -0.244 -0.091
N -1.569 -0.819 1.314
O -2.777 0.257 -0.456
C 1.984 0.811 -0.535
H -1.494 -1.182 -0.740
H -1.989 -0.161 1.959
H -0.573 -0.868 1.497
H 2.051 1.892 -0.388
H 2.935 0.340 0.010
H 2.139 0.634 -1.652
```

***

(8)
This record from the Open Molecules 2025 dataset describes C18H42AgF2N7O10S2 as an isolated structure. The level of theory is ωB97M-V/def2-TZVPD.

Calculated values
- Orbital gap (spin up / spin down): 3.26 / 1.67 eV
- 2S+1: 3
- Charge: 0
- <S²>: 2.0400

Geometry as XYZ:
```
82
C18H42AgF2N7O10S2, DFT ωB97M-V/def2-TZVPD
Ag 2.615 -1.322 -2.402
N 1.379 -0.516 -0.845
S 0.085 -0.898 -0.309
O -0.943 0.133 -0.396
O 0.028 -2.051 0.618
F -0.369 -1.619 -1.657
S 1.747 0.932 0.078
O 1.637 0.947 1.513
O 1.405 2.128 -0.643
F 3.309 0.872 -0.100
C -4.784 -2.252 -3.878
O -5.735 -2.510 -4.605
N -4.284 -1.023 -3.605
C -5.028 0.292 -3.927
C -3.053 -0.999 -2.788
H -4.076 -3.036 -3.566
H -5.510 0.033 -4.870
H -4.333 1.125 -3.822
H -5.786 0.619 -3.215
H -2.861 -0.159 -2.120
H -3.181 -1.800 -2.060
H -2.131 -0.984 -3.369
C 0.210 5.679 4.181
O 0.748 5.447 5.249
N 0.110 4.862 3.144
C -0.342 5.236 1.796
C 0.636 3.487 3.232
H -0.446 6.541 3.985
H -0.850 6.188 1.648
H -0.919 4.360 1.498
H 0.562 5.028 1.222
H -0.094 2.685 3.124
H 1.495 3.288 2.591
H 0.884 3.300 4.277
C -6.008 -0.644 1.868
O -6.935 0.101 2.301
N -5.481 -0.673 0.663
C -5.677 0.283 -0.384
C -4.385 -1.687 0.424
H -5.599 -1.502 2.423
H -4.837 0.976 -0.424
H -6.647 0.777 -0.324
H -5.799 -0.169 -1.369
H -3.386 -1.263 0.316
H -4.223 -2.475 1.159
H -4.700 -2.431 -0.308
C 3.454 3.596 -2.874
O 3.308 3.936 -4.043
N 4.625 3.722 -2.225
C 4.604 3.530 -0.771
C 5.886 4.025 -2.850
H 2.608 3.198 -2.291
H 4.715 4.536 -0.366
H 5.297 2.744 -0.472
H 3.686 3.179 -0.301
H 6.620 3.221 -2.790
H 5.726 4.044 -3.928
H 6.359 4.916 -2.436
C -0.821 -4.692 -2.032
O -1.511 -4.407 -3.054
N 0.368 -5.192 -2.063
C 1.314 -5.161 -0.921
C 1.060 -5.516 -3.335
H -1.139 -4.465 -1.003
H 0.812 -5.279 0.039
H 1.594 -4.108 -0.886
H 2.224 -5.742 -1.070
H 0.616 -5.168 -4.267
H 2.065 -5.098 -3.279
H 1.251 -6.576 -3.504
C 3.851 -2.392 5.534
O 3.701 -3.642 5.721
N 3.188 -1.668 4.615
C 3.487 -0.264 4.429
C 2.054 -2.135 3.804
H 4.481 -1.786 6.204
H 3.456 0.127 5.445
H 2.889 0.197 3.642
H 4.524 -0.238 4.093
H 1.222 -1.864 4.453
H 1.884 -1.676 2.831
H 2.097 -3.210 3.629
```

***

Number 1: largest force on an atom 4.395 eV/Å. Number 2: largest force on an atom 9.001 eV/Å. Number 3: largest force on an atom 4.659 eV/Å. Number 4: largest force on an atom 4.130 eV/Å. Number 5: largest force on an atom 2.965 eV/Å. Number 6: largest force on an atom 8.567 eV/Å. Number 7: largest force on an atom 5.863 eV/Å. Number 8: largest force on an atom 10.696 eV/Å.